1.
Below is a cluster of 7 separate species, C20H34Br8O6 in total, with properties calculated with the ωB97M-V functional and the def2-TZVPD basis.

As for the LUMO energy: 0.45 eV. As for the total charge: 0. The value obtained for the HOMO energy is -9.72 eV.

The geometry in XYZ format:
```
68
C20H34Br8O6 | the Open Molecules 2025 dataset | the ωB97M-V functional and the def2-TZVPD basis
O 0.076 0.537 2.127
C 0.201 1.623 1.686
O -0.399 1.826 0.490
C -0.326 3.233 0.023
C 0.130 3.941 1.314
C 0.815 2.863 2.200
H -1.272 3.564 -0.387
H 0.394 3.206 -0.706
H -0.685 4.375 1.782
H 0.881 4.674 1.067
H 0.623 2.793 3.272
H 1.885 2.801 2.081
O 1.911 1.920 -2.539
C 2.925 1.745 -1.940
O 2.898 1.964 -0.577
C 4.172 1.867 0.006
C 5.159 1.322 -1.089
C 4.241 1.287 -2.325
H 4.125 1.107 0.778
H 4.459 2.834 0.425
H 5.481 0.289 -0.794
H 6.059 2.093 -1.124
H 4.180 0.210 -2.607
H 4.622 1.834 -3.195
O 3.364 -1.228 -0.632
C 3.061 -1.610 0.477
O 2.412 -0.855 1.364
C 2.346 -1.486 2.671
C 3.233 -2.731 2.562
C 3.328 -2.883 1.051
H 1.356 -1.737 2.871
H 2.620 -0.755 3.459
H 2.874 -3.646 3.094
H 4.245 -2.588 2.953
H 2.595 -3.617 0.630
H 4.340 -3.334 0.744
Br -2.437 -6.076 -3.491
C -2.643 -4.177 -3.528
C -2.124 -3.599 -4.768
Br -2.661 -1.712 -4.823
H -2.167 -3.867 -2.545
H -3.709 -4.019 -3.411
H -2.692 -4.032 -5.542
H -1.092 -3.661 -4.853
Br -2.226 -1.497 5.071
C -2.583 -0.939 3.164
C -3.787 -0.061 3.227
Br -3.271 1.746 3.904
H -2.743 -1.902 2.674
H -1.654 -0.441 2.887
H -4.584 -0.273 3.895
H -4.198 0.193 2.173
Br -6.008 2.449 0.801
C -4.502 2.423 -0.282
C -4.732 1.995 -1.690
Br -3.056 2.159 -2.601
H -3.774 1.704 0.123
H -4.073 3.377 -0.242
H -5.429 2.624 -2.232
H -5.016 0.951 -1.762
Br -3.173 -1.336 -0.532
C -1.414 -1.026 -1.333
C -0.224 -1.452 -0.539
Br 0.010 -3.335 -0.711
H -1.336 0.060 -1.538
H -1.363 -1.503 -2.336
H -0.323 -1.194 0.495
H 0.655 -1.019 -0.867
```

Now the Mulliken charges, all in e: -0.67, 0.31, 0.16, -0.22, -0.84, -0.42, 0.27, 0.12, 0.38, 0.36, 0.38, 0.10, -0.62, 0.54, -0.17, -0.33, -0.44, -0.51, 0.01, 0.50, 0.17, 0.28, 0.11, 0.43, -0.57, 0.18, 0.04, -0.34, -0.64, -0.14, 0.21, 0.29, 0.33, 0.31, -0.02, 0.35, -0.15, -0.24, -0.60, -0.16, -0.14, 0.40, 0.44, 0.41, -0.19, 0.09, -0.24, -0.17, 0.43, -0.25, 0.50, -0.10, -0.11, -0.13, -0.48, -0.16, -0.17, 0.35, 0.42, 0.32, -0.16, 0.21, 0.05, -0.16, 0.05, 0.12, 0.04, -0.11

=====

2.
Below is a structure of composition C20H34BrIN8NaO5S, with properties calculated with the ωB97M-V functional and the def2-TZVPD basis.

Its energy above the lowest of the compared OMol25 structures with the same formula, charge and spin is 0.377 eV. As for the LUMO energy: 1.98 eV. As for the total charge: -1. The value obtained for the HOMO energy is -5.33 eV.

The geometry in XYZ format:
```
71
C20H34BrIN8NaO5S | the Open Molecules 2025 dataset | the ωB97M-V functional and the def2-TZVPD basis
Na 1.024 -0.194 -0.609
C -3.275 1.148 0.985
N -2.487 1.444 -0.189
C -1.555 2.525 0.069
C -3.342 1.711 -1.328
C -2.569 1.971 -2.616
N -1.522 1.005 -2.862
C -0.722 1.376 -4.013
C -2.035 -0.344 -2.993
H -3.887 2.011 1.312
H -2.609 0.866 1.801
H -3.943 0.308 0.784
H -2.079 3.475 0.296
H -0.905 2.680 -0.790
H -0.923 2.269 0.920
H -3.999 2.584 -1.142
H -4.001 0.849 -1.458
H -2.108 2.961 -2.572
H -3.299 2.007 -3.450
H -1.311 1.379 -4.950
H 0.109 0.678 -4.111
H -0.314 2.379 -3.868
H -2.831 -0.410 -3.759
H -2.426 -0.697 -2.039
H -1.217 -1.000 -3.284
N 4.588 -1.842 -1.748
C 4.537 -2.579 -0.495
C 3.430 -2.204 0.504
O 3.374 -2.886 1.556
O 2.718 -1.197 0.262
H 3.949 -2.241 -2.429
H 4.221 -0.911 -1.580
H 5.478 -2.454 0.054
H 4.458 -3.650 -0.690
Br -1.899 -2.353 1.269
C -1.138 -3.176 -0.283
C -1.527 -4.469 -0.595
C -0.948 -5.032 -1.721
C -0.045 -4.287 -2.462
C 0.249 -2.991 -2.067
N -0.294 -2.447 -0.967
C 1.201 -2.117 -2.914
O 1.852 -2.723 -3.777
O 1.190 -0.898 -2.633
H -2.242 -4.996 0.019
H -1.205 -6.042 -2.015
H 0.450 -4.666 -3.345
N 3.517 3.435 -0.209
C 2.784 2.369 0.191
O 1.790 2.011 -0.421
C 3.278 1.567 1.370
I 4.044 2.741 2.992
H 3.149 3.984 -0.967
H 4.201 3.839 0.407
H 4.081 0.905 1.060
H 2.461 0.982 1.785
C -1.800 3.129 4.287
C -1.932 1.680 4.735
C -0.881 0.795 4.140
N -0.059 1.153 3.219
N 0.815 0.176 2.822
C 0.637 -0.953 3.456
N 1.384 -2.056 3.335
S -0.674 -0.868 4.620
H -2.585 3.735 4.742
H -1.882 3.207 3.204
H -0.830 3.537 4.570
H -2.918 1.296 4.452
H -1.883 1.608 5.825
H 2.127 -2.182 2.609
H 1.008 -2.912 3.702
```

Now the Mulliken charges, all in e: 1.11, -0.91, 0.96, -1.05, -1.14, -1.34, 1.11, -1.13, -0.97, 0.35, -0.13, 0.35, 0.19, 0.31, 0.18, 0.46, 0.47, 0.48, 0.43, 0.35, 0.20, 0.27, 0.24, 0.10, 0.24, -0.73, -0.89, 0.62, -0.93, -0.62, 0.34, 0.31, 0.29, 0.38, -0.14, 0.00, -0.59, -0.45, -0.93, 0.43, 0.48, 0.34, -0.83, -0.69, 0.46, 0.40, 0.52, -0.41, 0.46, -0.40, 0.22, -0.01, 0.28, 0.12, 0.34, -0.38, -1.00, -0.30, 0.18, -0.24, -0.30, 0.19, -0.25, -0.30, 0.39, 0.07, 0.32, 0.24, 0.42, 0.21, 0.22